C3H10N2OS | the ωB97M-V functional and the def2-TZVPD basis

Each line ends with the Mulliken charge.
Cartesian coordinates (Å):
C  1.118  0.804  -0.638  -0.522
C  0.852  -1.174  0.839  -1.020
C  -2.059  -1.044  -0.445  -0.914
N  1.127  1.740  0.439  -0.558
N  0.290  -0.355  -0.244  -0.230
O  -1.576  1.577  -0.242  -0.608
S  -1.261  0.306  0.398  0.494
H  0.595  1.113  -1.625  0.236
H  2.030  2.295  0.363  0.218
H  2.009  0.447  -0.946  0.576
H  1.334  -2.063  0.514  0.348
H  1.444  -0.501  1.547  0.353
H  0.123  -1.548  1.506  0.367
H  -3.011  -0.768  -0.562  0.433
H  -1.488  -1.140  -1.407  0.297
H  -1.867  -1.994  0.084  0.315
H  0.340  2.304  0.420  0.215

total charge	0
frontier orbital gap	0.35061	hartree
electronic energy	-703.15388	Eh
LUMO level	0.909	eV